Entry 1:
{
  "formula": "C42H49F6N3O22",
  "method": "ωB97M-V/def2-TZVPD",
  "smiles": "O=[N+]([O-])c1ccccc1.O=[N+]([O-])c1ccccc1.O=[N+]([O-])c1ccccc1.CCOC(=O)C(F)(F)F.CCOC(=O)C(F)(F)F.C[C@H]1COC(=O)O1.C[C@H]1COC(=O)O1.C[C@H]1COC(=O)O1.C[C@H]1COC(=O)O1",
  "total_charge": 0,
  "spin_multiplicity": 1,
  "species": ["C", "C", "C", "C", "C", "C", "N", "O", "O", "H", "H", "H", "H", "H", "C", "C", "C", "C", "C", "C", "N", "O", "O", "H", "H", "H", "H", "H", "C", "C", "C", "C", "C", "C", "N", "O", "O", "H", "H", "H", "H", "H", "C", "C", "O", "C", "O", "C", "F", "F", "F", "H", "H", "H", "H", "H", "C", "C", "O", "C", "O", "C", "F", "F", "F", "H", "H", "H", "H", "H", "C", "C", "C", "O", "C", "O", "O", "H", "H", "H", "H", "H", "H", "C", "C", "C", "O", "C", "O", "O", "H", "H", "H", "H", "H", "H", "C", "C", "C", "O", "C", "O", "O", "H", "H", "H", "H", "H", "H", "C", "C", "C", "O", "C", "O", "O", "H", "H", "H", "H", "H", "H"],
  "xyz": [[15.471, 13.456, 17.706], [15.546, 12.852, 18.962], [14.403, 12.808, 19.755], [13.218, 13.400, 19.282], [13.136, 14.016, 18.018], [14.294, 14.063, 17.241], [12.037, 13.320, 20.156], [12.137, 12.553, 21.088], [11.094, 13.999, 19.908], [16.315, 13.571, 17.028], [16.461, 12.388, 19.326], [14.413, 12.413, 20.754], [12.230, 14.522, 17.754], [14.337, 14.554, 16.274], [20.816, 6.496, 18.398], [21.503, 7.560, 17.784], [20.937, 8.813, 17.690], [19.693, 8.985, 18.282], [18.941, 7.936, 18.779], [19.537, 6.696, 18.862], [19.034, 10.267, 18.209], [19.508, 11.151, 17.585], [18.021, 10.376, 18.857], [21.258, 5.496, 18.485], [22.485, 7.480, 17.336], [21.462, 9.597, 17.154], [17.963, 8.114, 19.227], [19.068, 5.901, 19.426], [16.073, 10.592, 16.040], [14.777, 10.309, 15.570], [14.414, 10.385, 14.239], [15.394, 10.757, 13.362], [16.697, 11.048, 13.775], [17.036, 10.999, 15.131], [15.103, 10.800, 11.963], [14.014, 10.482, 11.539], [15.978, 11.203, 11.232], [16.356, 10.495, 17.090], [14.066, 9.949, 16.299], [13.401, 10.143, 13.937], [17.435, 11.372, 13.038], [18.030, 11.277, 15.474], [11.820, 9.112, 19.921], [13.309, 9.493, 19.708], [13.870, 8.568, 18.686], [14.649, 7.593, 19.247], [14.898, 7.456, 20.453], [15.227, 6.616, 18.173], [16.376, 6.163, 18.572], [14.326, 5.692, 18.015], [15.407, 7.279, 17.033], [11.802, 8.278, 20.618], [11.313, 8.906, 18.979], [11.273, 9.985, 20.285], [13.921, 9.485, 20.605], [13.248, 10.468, 19.234], [14.538, 14.392, 11.675], [15.194, 15.698, 12.075], [16.570, 15.473, 12.403], [16.874, 15.200, 13.632], [16.052, 14.987, 14.514], [18.391, 15.140, 13.870], [19.003, 15.283, 12.682], [18.834, 16.115, 14.655], [18.599, 13.935, 14.363], [14.636, 13.616, 12.429], [14.977, 14.076, 10.727], [13.479, 14.519, 11.457], [14.715, 16.091, 12.978], [15.104, 16.425, 11.281], [10.176, 10.837, 16.388], [8.729, 10.577, 16.968], [8.322, 9.151, 16.963], [8.041, 8.889, 18.389], [8.339, 9.916, 19.139], [8.216, 10.019, 20.341], [8.802, 10.959, 18.355], [10.856, 10.067, 16.772], [10.528, 11.854, 16.598], [10.046, 10.799, 15.301], [8.000, 11.143, 16.363], [9.131, 8.463, 16.725], [7.437, 8.835, 16.426], [18.939, 9.710, 10.887], [20.332, 10.321, 11.222], [20.300, 11.661, 12.069], [20.715, 11.248, 13.383], [21.170, 9.943, 13.348], [21.678, 9.369, 14.290], [20.991, 9.368, 12.109], [18.307, 10.426, 10.348], [18.389, 9.390, 11.773], [19.046, 8.781, 10.323], [20.965, 10.420, 10.346], [19.380, 12.250, 12.145], [20.976, 12.388, 11.617], [16.218, 7.285, 8.362], [15.734, 8.587, 8.950], [15.813, 9.783, 7.948], [14.525, 10.328, 7.876], [13.687, 9.547, 8.648], [12.465, 9.760, 8.722], [14.320, 8.532, 9.308], [15.723, 7.195, 7.397], [15.715, 6.578, 9.016], [17.278, 7.115, 8.182], [16.253, 8.837, 9.882], [16.125, 9.396, 6.975], [16.425, 10.586, 8.345], [10.927, 10.758, 11.630], [10.558, 9.323, 11.298], [11.690, 8.282, 11.512], [11.031, 7.237, 12.230], [9.805, 7.629, 12.638], [9.084, 6.946, 13.355], [9.479, 8.889, 12.193], [11.583, 11.136, 10.836], [11.432, 10.765, 12.594], [10.011, 11.354, 11.702], [10.193, 9.275, 10.269], [12.478, 8.659, 12.156], [12.116, 7.904, 10.589]],
  "mulliken_charge": [-0.527, -0.553, -0.313, -0.023, -0.621, -0.440, 1.110, -0.628, -0.624, 0.522, 0.467, 0.489, 0.577, 0.573, -0.469, -0.417, -0.392, -0.051, -0.125, -0.596, 1.170, -0.668, -0.636, 0.364, 0.393, 0.387, 0.625, 0.415, -0.800, -0.894, -0.530, -0.260, -0.227, -0.122, 1.148, -0.381, -0.617, 0.459, 0.656, 0.334, 0.510, 0.604, -1.228, 0.427, -0.301, 0.329, -0.588, 0.810, -0.226, -0.250, -0.191, 0.400, 0.163, 0.409, 0.538, -0.349, -0.683, -0.461, -0.296, 0.462, -0.541, 0.827, -0.267, -0.275, -0.139, 0.011, 0.271, 0.448, 0.309, 0.371, -0.952, 0.551, -0.469, -0.382, 0.651, -0.559, -0.341, 0.100, 0.320, 0.291, 0.299, 0.242, 0.295, -0.986, 0.229, -0.149, -0.312, 0.597, -0.539, -0.374, 0.250, 0.240, 0.435, 0.383, -0.055, 0.320, -1.578, 0.975, -0.305, -0.345, 0.603, -0.573, -0.291, 0.404, 0.371, 0.379, -0.178, 0.352, 0.207, -1.046, 0.566, 0.528, -0.400, 0.519, -0.592, -0.405, 0.294, -0.003, 0.452, 0.232, -0.127, 0.003]
}


Entry 2:
{
  "formula": "CH4N5",
  "method": "ωB97M-V/def2-TZVPD",
  "smiles": "C[n+]1nn[nH]n1",
  "total_charge": 1,
  "spin_multiplicity": 1,
  "de_lowest_ev": 1.9655,
  "species": ["C", "N", "N", "N", "N", "N", "H", "H", "H", "H"],
  "xyz": [[0.776, -0.549, -0.118], [-1.284, 2.035, -1.143], [-0.354, 1.267, -1.305], [-1.095, 0.768, 0.631], [-1.785, 1.793, 0.135], [-0.210, 0.428, -0.264], [0.970, -1.008, -1.017], [1.579, -0.278, 0.510], [0.268, -1.316, 0.452], [-2.652, 2.173, 0.489]],
  "mulliken_charge": [-0.624, -0.225, -0.157, -0.408, 0.270, 0.827, 0.336, 0.333, 0.333, 0.317]
}


Entry 3:
{
  "formula": "C6H2",
  "method": "ωB97M-V/def2-TZVPD",
  "smiles": "C#CC#CC#C",
  "total_charge": 0,
  "spin_multiplicity": 1,
  "de_lowest_ev": 3.1635,
  "species": ["C", "C", "C", "C", "C", "C", "H", "H"],
  "xyz": [[0.607, 0.093, 3.017], [0.382, 0.249, 1.849], [0.448, 0.392, 0.526], [0.454, 0.352, -0.675], [-0.040, 0.000, -1.933], [-0.750, -0.419, -3.070], [0.511, -0.240, 4.262], [-1.612, -0.426, -3.975]],
  "mulliken_charge": [-0.349, -0.446, 0.033, 0.564, 0.008, -0.442, 0.320, 0.310]
}


Entry 4:
{
  "formula": "C4H12N2O2",
  "method": "ωB97M-V/def2-TZVPD",
  "smiles": "CCC(=O)NCN.O",
  "total_charge": 0,
  "spin_multiplicity": 1,
  "de_lowest_ev": 1.3786,
  "species": ["O", "C", "N", "C", "N", "C", "C", "H", "H", "H", "H", "H", "H", "H", "H", "H", "H", "H", "H", "O"],
  "xyz": [[1.338, 1.531, 0.760], [0.876, 0.622, 0.104], [0.040, -0.292, 0.724], [-0.476, -1.448, 0.022], [0.329, -2.667, 0.152], [1.235, 0.455, -1.344], [0.293, 1.077, -2.376], [0.246, -0.357, 1.711], [-1.501, -1.553, 0.394], [-0.530, -1.246, -1.038], [0.471, -2.863, 1.155], [-0.266, -3.465, -0.084], [1.416, -0.602, -1.564], [2.237, 0.864, -1.490], [0.806, 1.425, -3.265], [-0.427, 0.318, -2.700], [-0.326, 1.863, -1.945], [-2.150, 0.389, 2.298], [-2.489, 1.537, 1.274], [-2.846, 0.787, 1.751]],
  "mulliken_charge": [-0.643, 0.343, -0.031, -0.538, -0.614, -0.612, -0.996, 0.304, 0.338, 0.276, 0.246, 0.249, 0.461, 0.333, 0.338, 0.274, 0.293, 0.303, 0.313, -0.637]
}


no.,DFT total energy (Eh),frontier orbital gap (eV)
1,-4048.3614,8.657
2,-313.9029,11.828
3,-229.5212,8.601
4,-419.5978,10.341